Entry 1:
# C3H10N2O2

2 unconnected molecules or ions with the total composition C3H10N2O2 (wB97M-V/def2-TZVPD, the OMol25 dataset).

Properties
- orbital gap (eV) = 9.83
- total charge = 0
- structure (SMILES) = NCCC(N)=O.O
- HOMO (eV) = -9.1

Each line ends with the natural charge from an NBO analysis.
Cartesian coordinates (Å):
N: -1.13 -2.69 0.63  -0.873
C: -1.24 -1.31 0.28  -0.215
C: 0.12 -0.59 0.13  -0.522
C: 0.13 0.68 -0.69  0.690
N: -0.98 1.49 -0.55  -0.832
O: 1.11 1.05 -1.30  -0.626
H: -1.17 -3.42 -0.05  0.380
H: -0.74 -2.98 1.51  0.374
H: -1.80 -0.81 1.08  0.181
H: -1.80 -1.24 -0.65  0.192
H: 0.49 -0.31 1.11  0.231
H: 0.86 -1.26 -0.32  0.239
H: -1.02 2.29 -1.17  0.398
H: -1.86 1.03 -0.37  0.386
O: 3.35 2.59 -0.01  -0.955
H: 3.18 3.03 0.83  0.462
H: 2.51 2.45 -0.46  0.490

=====

Entry 2:
# C3H10N2O2

A molecular structure, C3H10N2O2 (wB97M-V/def2-TZVPD, the OMol25 dataset).

Properties
- orbital gap (eV) = 10.13
- total charge = 0
- HOMO (eV) = -9.4

Each line ends with the natural charge from an NBO analysis.
Cartesian coordinates (Å):
C: -0.92 -3.07 0.49  0.097
C: -0.26 -0.24 0.54  0.624
N: -1.27 0.58 0.30  -0.856
O: -1.53 -1.99 0.30  -0.692
N: 0.82 -0.61 0.81  -0.565
H: -2.13 0.15 0.00  0.434
H: -1.03 1.53 0.03  0.444
H: 0.85 -1.96 0.86  0.266
H: -1.07 -3.62 1.44  0.146
H: -0.64 -3.71 -0.36  0.145
H: 0.52 -2.82 0.82  -0.065
C: 1.27 2.46 -1.16  -0.260
O: 0.20 2.95 -0.34  -0.747
H: 0.58 3.35 0.46  0.478
H: 0.81 2.02 -2.05  0.189
H: 1.93 3.28 -1.48  0.174
H: 1.86 1.69 -0.65  0.187

=====

Entry 3:
# C3H10N2O2

2 unconnected molecules or ions with the total composition C3H10N2O2 (wB97M-V/def2-TZVPD, the OMol25 dataset).

Properties
- orbital gap (eV) = 3.97
- total charge = 0
- HOMO (eV) = -8.6

Each line ends with the natural charge from an NBO analysis.
Cartesian coordinates (Å):
N: 1.43 1.32 0.83  -0.768
C: 0.02 1.62 0.32  -0.219
C: -0.30 0.65 -0.85  0.148
N: -0.58 -0.71 -0.35  -0.359
C: -0.20 -1.87 -1.17  -0.458
O: 0.78 0.66 -1.66  -0.454
H: 1.14 0.52 1.42  0.399
H: 1.92 0.99 -0.06  0.376
H: -1.15 1.11 -1.45  0.298
H: -0.84 1.42 1.05  0.280
H: -0.38 -0.79 0.68  0.460
H: 0.82 -1.91 -1.51  0.242
H: -0.45 -2.85 -0.75  0.232
H: -0.69 -1.79 -2.14  0.226
H: 0.00 2.75 0.01  0.231
H: -1.04 -0.79 3.14  0.445
O: -0.50 -0.32 2.48  -1.079

=====

Entry 4:
# C3H10N2O2

2 unconnected molecules or ions with the total composition C3H10N2O2 (wB97M-V/def2-TZVPD, the OMol25 dataset).

Properties
- orbital gap (eV) = 10.12
- total charge = 0
- structure (SMILES) = C[C@H](N)C(N)=O.O
- HOMO (eV) = -9.3

Each line ends with the natural charge from an NBO analysis.
Cartesian coordinates (Å):
C: 1.59 1.07 -0.50  -0.630
C: 0.90 0.24 0.60  -0.142
N: 1.84 -0.01 1.72  -0.812
C: 0.68 -1.20 0.00  0.669
N: 1.66 -1.82 -0.68  -0.837
O: -0.38 -1.75 0.26  -0.624
H: 2.54 0.60 -0.81  0.194
H: 0.96 1.12 -1.40  0.225
H: 2.01 2.02 -0.13  0.215
H: -0.15 0.56 0.67  0.206
H: 1.25 -0.32 2.48  0.370
H: 2.27 0.88 1.95  0.356
H: 1.56 -2.82 -0.73  0.410
H: 2.27 -1.26 -1.23  0.398
O: -6.32 0.79 -1.09  -0.939
H: -7.05 0.63 -0.50  0.469
H: -5.64 1.25 -0.59  0.470

=====

Entry 5:
# C3H10N2O2

2 unconnected molecules or ions with the total composition C3H10N2O2 (wB97M-V/def2-TZVPD, the OMol25 dataset).

Properties
- orbital gap (alpha / beta) (eV) = 12.35 / 6.40
- 2S+1 = 2
- total charge = +1
- expectation value of S² = 0.768
- HOMO (alpha / beta) (eV) = -15.5 / -15.1

Each line ends with the natural charge from an NBO analysis.
Cartesian coordinates (Å):
O: -0.49 0.73 -1.57  -0.421
C: -0.62 -0.46 -1.35  0.635
N: 0.16 -0.97 -0.32  -0.346
C: 1.15 -0.11 0.43  -0.102
N: 1.16 -0.55 1.73  -0.689
C: -1.42 -1.35 -2.23  -0.728
H: 0.02 -1.89 0.14  0.437
H: 2.07 -0.21 -0.15  0.239
H: 0.76 0.89 0.19  0.281
H: 1.98 -0.95 2.16  0.420
H: 0.64 0.02 2.40  0.439
H: -2.48 -1.09 -2.26  0.288
H: -1.16 -1.18 -3.28  0.290
H: -1.31 -2.40 -1.99  0.243
H: 0.75 2.90 2.27  0.481
H: -0.43 2.27 1.62  0.465
O: 0.03 2.31 2.46  -0.935

=====

Entry 6:
# C3H10N2O2

2 unconnected molecules or ions with the total composition C3H10N2O2 (wB97M-V/def2-TZVPD, the OMol25 dataset).

Properties
- orbital gap (alpha / beta) (eV) = 10.52 / 5.47
- 2S+1 = 2
- total charge = +1
- expectation value of S² = 0.778
- HOMO (alpha / beta) (eV) = -14.3 / -14.3

Each line ends with the natural charge from an NBO analysis.
Cartesian coordinates (Å):
N: 1.86 0.28 -0.89  -0.833
C: 1.66 -0.56 0.33  -0.295
C: 0.23 -1.29 0.29  0.609
N: -0.84 -0.44 0.03  -0.244
C: -1.96 -0.98 -0.72  -0.469
O: 0.09 -2.52 0.38  -0.333
H: 1.97 -0.43 -1.61  0.375
H: 2.67 0.83 -0.67  0.394
H: 1.63 0.00 1.27  0.247
H: 2.52 -1.31 0.32  0.241
H: -0.78 0.61 -0.11  0.480
H: -2.86 -0.33 -0.35  0.270
H: -2.06 -2.00 -0.43  0.262
H: -1.86 -0.93 -1.82  0.289
H: -1.44 3.05 1.75  0.492
H: -0.19 3.35 0.88  0.487
O: -0.65 2.68 1.35  -0.973

=====

Entry 7:
# C3H10N2O2

2 unconnected molecules or ions with the total composition C3H10N2O2 (wB97M-V/def2-TZVPD, the OMol25 dataset).

Properties
- orbital gap (alpha / beta) (eV) = 10.11 / 4.33
- 2S+1 = 2
- total charge = +1
- expectation value of S² = 0.755
- HOMO (alpha / beta) (eV) = -13.9 / -13.6

Each line ends with the natural charge from an NBO analysis.
Cartesian coordinates (Å):
C: -2.04 0.76 -0.31  0.534
N: -0.82 0.27 0.06  -0.618
C: 0.45 0.87 -0.21  -0.246
C: 1.54 -0.16 -0.40  -0.281
N: 2.86 0.30 -0.10  -0.325
O: -3.07 0.26 0.07  -0.564
H: -2.06 1.78 -0.73  0.139
H: -0.89 -0.63 0.53  0.444
H: 0.32 1.41 -1.16  0.234
H: 0.76 1.67 0.47  0.235
H: 1.62 -0.43 -1.48  0.319
H: 1.31 -1.11 0.11  0.287
H: 3.11 1.23 -0.45  0.412
H: 3.59 -0.36 -0.40  0.417
H: -2.58 -1.28 1.13  0.500
H: -2.25 -2.73 1.40  0.492
O: -1.87 -1.85 1.47  -0.979

=====

Entry 8:
# C3H10N2O2

2 unconnected molecules or ions with the total composition C3H10N2O2 (wB97M-V/def2-TZVPD, the OMol25 dataset).

Properties
- orbital gap (alpha / beta) (eV) = 10.38 / 5.28
- 2S+1 = 2
- total charge = +1
- expectation value of S² = 0.784
- HOMO (alpha / beta) (eV) = -14.5 / -14.4

Each line ends with the natural charge from an NBO analysis.
Cartesian coordinates (Å):
N: -0.59 2.47 0.21  -0.846
C: -1.53 1.29 0.42  -0.363
C: -0.87 -0.07 0.33  0.595
N: 0.22 -0.08 1.21  -0.229
C: 0.98 -1.27 1.23  -0.470
O: -1.21 -1.05 -0.38  -0.297
H: -1.30 3.28 0.34  0.438
H: -0.07 2.14 -0.64  0.404
H: -2.38 1.35 -0.29  0.247
H: -2.10 1.31 1.40  0.256
H: 0.45 0.86 1.30  0.443
H: 1.89 -1.22 0.71  0.277
H: 0.32 -2.04 0.82  0.265
H: 1.11 -1.55 2.32  0.280
H: 2.03 -2.37 -2.45  0.492
H: 1.44 -1.48 -3.74  0.499
O: 1.60 -1.56 -2.80  -0.989

=====

Entry 9:
# C3H10N2O3

2 unconnected molecules or ions with the total composition C3H10N2O3 (wB97M-V/def2-TZVPD, the OMol25 dataset).

Properties
- orbital gap (eV) = 10.41
- total charge = 0
- structure (SMILES) = NOC(N)(O)O.C=C
- HOMO (eV) = -9.5

Each line ends with the natural charge from an NBO analysis.
Cartesian coordinates (Å):
N: 1.69 -0.85 -1.53  -0.547
O: 0.44 -0.21 -1.22  -0.424
C: 0.63 0.84 -0.30  0.846
N: 1.62 1.79 -0.66  -0.878
O: 1.02 0.22 0.92  -0.756
O: -0.57 1.47 -0.18  -0.727
H: 1.45 -1.44 -2.33  0.355
H: 1.89 -1.47 -0.73  0.348
H: 1.24 2.45 -1.33  0.379
H: 2.41 1.30 -1.09  0.390
H: 1.44 0.90 1.47  0.487
H: -1.24 0.80 0.16  0.506
C: -1.49 -1.32 1.34  -0.309
C: -2.49 -0.57 0.90  -0.481
H: -1.07 -2.11 0.74  0.197
H: -1.04 -1.17 2.31  0.201
H: -2.95 0.19 1.53  0.205
H: -2.99 -0.79 -0.03  0.207

=====

Entry 10:
# C3H10N2O3

2 unconnected molecules or ions with the total composition C3H10N2O3 (wB97M-V/def2-TZVPD, the OMol25 dataset).

Properties
- orbital gap (eV) = 10.37
- total charge = 0
- structure (SMILES) = NC(=O)NCCO.O
- HOMO (eV) = -9.8

Each line ends with the natural charge from an NBO analysis.
Cartesian coordinates (Å):
N: 1.94 1.06 -0.85  -0.879
C: 1.82 -0.28 -0.47  0.787
O: 2.77 -0.90 -0.20  -0.622
N: 0.50 -0.64 -0.31  -0.680
C: -0.61 -0.09 -1.10  -0.227
C: -1.84 -0.12 -0.15  -0.052
O: -2.18 -1.39 0.35  -0.721
H: 1.16 1.71 -0.83  0.387
H: 2.87 1.32 -1.01  0.403
H: 0.45 -1.68 -0.01  0.418
H: -0.86 -0.80 -2.02  0.180
H: -0.48 0.88 -1.42  0.201
H: -1.76 0.59 0.60  0.181
H: -2.68 0.33 -0.83  0.147
H: -2.55 -2.00 -0.29  0.477
O: 0.31 0.89 3.02  -0.941
H: 1.04 0.44 3.34  0.472
H: 0.09 0.67 2.17  0.469

=====

Entry 11:
# C3H10N2O3

2 unconnected molecules or ions with the total composition C3H10N2O3 (wB97M-V/def2-TZVPD, the OMol25 dataset).

Properties
- orbital gap (eV) = 10.41
- total charge = 0
- structure (SMILES) = NC(=O)O.NCCO
- HOMO (eV) = -9.5

Each line ends with the natural charge from an NBO analysis.
Cartesian coordinates (Å):
N: -0.60 3.28 1.93  -0.841
C: -1.15 2.27 1.18  0.882
O: -1.72 2.44 0.13  -0.664
O: -0.96 1.07 1.76  -0.716
H: -0.49 3.11 2.92  0.398
H: -0.85 4.20 1.63  0.399
H: -1.04 0.41 1.03  0.522
N: 1.85 -2.62 -0.82  -0.841
C: 0.47 -2.17 -0.96  -0.233
C: 0.43 -0.66 -0.83  -0.072
O: -0.94 -0.24 -0.78  -0.749
H: 2.40 -2.40 -1.63  0.353
H: 1.91 -3.62 -0.67  0.363
H: -0.13 -2.61 -0.16  0.194
H: 0.00 -2.46 -1.90  0.167
H: 0.95 -0.18 -1.67  0.165
H: 0.93 -0.40 0.10  0.171
H: -1.05 0.60 -1.26  0.501

=====

Entry 12:
# C3H10N2O3

2 unconnected molecules or ions with the total composition C3H10N2O3 (wB97M-V/def2-TZVPD, the OMol25 dataset).

Properties
- orbital gap (alpha / beta) (eV) = 12.08 / 6.62
- 2S+1 = 2
- total charge = +1
- expectation value of S² = 0.757
- HOMO (alpha / beta) (eV) = -15.1 / -15.0

Each line ends with the natural charge from an NBO analysis.
Cartesian coordinates (Å):
N: -0.34 -1.83 0.53  -0.571
C: -0.13 -0.48 0.37  -0.137
C: 1.29 -0.07 -0.26  -0.019
O: 2.20 -0.32 0.74  -0.601
C: -1.21 0.08 -0.62  0.690
N: -1.79 -0.76 -1.49  -0.791
O: -1.51 1.25 -0.58  -0.481
H: -0.15 -2.15 1.47  0.421
H: 0.07 -2.48 -0.14  0.410
H: -0.30 0.10 1.26  0.265
H: 1.20 0.93 -0.67  0.245
H: 1.50 -0.76 -1.08  0.198
H: 2.24 0.45 1.31  0.510
H: -2.44 -0.28 -2.10  0.431
H: -2.01 -1.73 -1.32  0.425
H: -0.24 2.36 0.76  0.489
H: 0.94 3.29 0.77  0.495
O: 0.69 2.39 1.05  -0.980

=====

The records above give, respectively, max |F| values of 0.909; 0.707; 4.852; 3.345; 2.469; 2.963; 2.200; 4.034; 1.489; 5.033; 0.501; 1.795 eV Å⁻¹.
The records above give, respectively, ΔE to the lowest compared entry with this formula, charge and spin values of 17.8; 111.8; 210.6; 29.4; 30.3; 46.3; 43.7; 68.2; 67.8; 29.1; 1.9; 4.1 kcal/mol.